39
Properties=species:S:1:pos:R:3:forces:R:3:mulliken_charge:R:1 method="wB97M-V/def2-TZVPD" lumo_energy_ev=4.313 e_homo_ha=0.068 total_charge=-3 multiplicity=1
Li 0.17639 -0.24561 0.06278 0.5 0.6 0.2 0.93
C -3.16359 6.39531 0.00365 -3.4 -1.1 0.0 -0.51
C -4.55888 6.31506 0.38810 3.3 -3.5 -2.5 0.38
C -5.41663 4.99399 -0.02454 0.6 -1.8 0.5 0.41
O -6.62856 5.01723 0.26481 0.4 0.1 -0.5 -0.75
C -4.67331 3.77688 -0.49864 -1.4 4.3 1.4 -0.81
C -3.30829 3.93807 -0.72138 0.2 -2.6 -1.3 0.40
C -2.57318 5.27064 -0.53852 4.1 2.0 -0.8 0.41
O -1.32601 5.43848 -0.88001 -1.9 -1.8 0.1 -0.81
O -2.70730 2.90870 -1.17776 0.8 1.0 0.5 -0.80
O -5.03958 7.13605 1.07957 -3.2 3.5 2.7 -0.68
H -2.73312 7.37729 0.13333 0.6 -0.2 0.0 0.36
H -5.15104 2.82053 -0.65216 -0.1 0.0 0.0 0.40
C 1.19290 -2.12042 5.43797 -0.9 -0.9 0.5 -0.71
C 1.37615 -0.81430 4.72447 1.9 1.7 -0.2 0.53
O 2.40871 -0.18426 4.96770 2.9 -0.2 2.0 -0.73
O 0.61126 -0.29817 3.92968 -4.1 -0.9 -2.3 -0.74
H 0.15001 -2.23940 5.73176 -0.2 0.1 0.2 0.24
H 1.82531 -2.14427 6.32543 0.0 -0.1 -0.1 0.25
H 1.38225 -2.99601 4.81700 0.3 0.1 -0.2 0.17
C 4.33375 -1.43071 -2.72080 -0.1 -1.1 0.3 -1.33
C 4.32137 0.06237 -2.61120 -1.4 1.1 1.3 0.51
C 3.87224 0.59372 -3.94385 0.3 1.4 -1.2 -1.31
O 3.59595 0.68198 -1.56298 0.5 -1.8 -1.3 -0.85
H 4.96333 -1.78402 -3.53744 0.7 0.2 -0.1 0.33
H 3.38549 -1.87915 -3.01712 -0.6 0.0 0.8 0.35
H 4.76460 -1.75573 -1.77379 -0.5 -0.8 0.0 0.28
H 5.38613 0.20913 -2.42998 0.8 0.9 -0.3 0.08
H 3.88067 1.68145 -3.87404 -0.5 0.1 0.0 0.31
H 2.91640 0.22806 -4.31902 -0.5 0.1 0.7 0.30
H 4.49009 0.40954 -4.82274 0.9 -0.5 0.0 0.38
C -0.66269 -5.50743 0.27615 -0.7 2.3 -3.6 0.62
O -0.30053 -4.36411 0.22354 1.7 1.8 0.7 -0.60
N -1.54687 -5.92305 1.13014 -1.6 -2.0 3.0 -0.39
N -0.58071 -6.26473 -0.83981 0.8 -2.1 -1.4 -0.40
H -1.77352 -6.90533 1.06814 -0.3 0.3 0.8 0.17
H -1.65485 -5.35387 1.95747 -0.1 -0.5 0.1 0.25
H -0.29271 -5.83653 -1.70803 0.1 -0.1 0.5 0.22
H -0.94179 -7.20757 -0.86772 0.1 0.3 -0.2 0.14



18
Properties=species:S:1:pos:R:3:forces:R:3:mulliken_charge:R:1 method="wB97M-V/def2-TZVPD" lumo_energy_ev=1.169 e_homo_ha=-0.302 multiplicity=1
C -0.24058 0.52093 1.42605 0.7 0.1 0.1 -0.88
C 0.38653 1.35234 0.33742 0.3 0.1 0.0 -0.52
C -0.15521 1.06964 -1.07547 0.0 0.0 0.0 -0.57
C 0.15514 -0.32293 -1.54957 -0.1 -0.1 0.0 -0.22
C -0.73004 -1.30906 -1.65155 0.1 0.1 -0.1 -0.67
C 0.49587 -1.40499 1.46901 -0.1 2.3 -0.3 -0.84
H -0.51422 -0.98597 1.33849 -0.8 -2.3 0.4 0.41
H -1.35756 0.62850 1.38352 0.8 -0.9 -0.1 0.35
H 0.02884 0.80763 2.43808 0.3 0.1 -0.1 0.40
H 0.24066 2.41922 0.56213 0.0 -0.1 0.0 0.34
H 1.45982 1.15420 0.37308 0.1 0.2 -0.2 0.32
H 0.29089 1.80142 -1.76236 -0.1 -0.1 0.1 0.28
H -1.24237 1.23161 -1.09913 0.2 0.0 0.1 0.32
H 1.20468 -0.52411 -1.77388 -0.1 0.0 0.0 0.33
H -1.78182 -1.15388 -1.41730 0.1 0.0 0.0 0.25
H -0.43817 -2.31284 -1.94792 0.0 0.2 0.0 0.27
H 1.09481 -1.59513 0.58057 -0.4 0.4 0.0 0.17
H 1.10273 -1.37659 2.36885 -0.7 0.1 0.2 0.25



10
Properties=species:S:1:pos:R:3:forces:R:3:mulliken_charge:R:1 method="wB97M-V/def2-TZVPD" lumo_energy_ev="-0.486 / -0.485" e_homo_ha="-0.310 / -0.310" multiplicity=1
C -1.38418 -0.85304 -0.02052 1.3 2.1 -0.1 -0.55
C -1.55205 0.51235 0.04861 -3.1 -2.5 -0.1 0.55
C 0.55683 0.44967 -0.03412 -1.0 -0.7 0.7 0.66
C 1.91710 -0.02076 -0.00259 -0.3 1.6 -1.8 -0.91
N -0.37257 1.21047 0.07215 1.7 0.5 -0.2 -0.36
Cl -2.66909 -1.96705 -0.11204 0.0 0.2 0.1 -0.14
Cl -3.11400 1.32429 0.02912 0.7 0.1 0.1 -0.20
H 2.52255 0.68779 0.59878 0.2 -0.2 -1.2 0.30
H 2.11082 -0.41766 -1.03185 0.8 1.4 0.4 0.29
H 1.98459 -0.92605 0.45247 -0.4 -2.6 2.1 0.35



17
Properties=species:S:1:pos:R:3:forces:R:3:mulliken_charge:R:1 method="wB97M-V/def2-TZVPD" lumo_energy_ev="-5.176 / -7.882" e_homo_ha="-0.486 / -0.486" total_charge=+1 multiplicity=2
C 1.45844 -0.75883 -0.58904 0.3 -0.6 -0.4 -0.97
C 0.80255 -1.86906 -0.05077 -0.2 -0.1 1.0 1.23
O 1.46965 -2.93983 0.30051 0.6 0.0 -0.2 -0.37
C -0.55345 -1.87022 0.34186 -1.7 0.0 -0.9 -0.21
C -1.28117 -3.00247 0.51353 0.4 -0.4 0.3 -0.61
H 2.51464 -0.85304 -0.79919 0.1 0.3 0.0 0.29
H 0.91808 0.08995 -0.92982 -0.3 0.6 0.0 0.35
H 2.42002 -2.80631 0.14581 0.0 -0.4 -0.1 0.34
H -1.16618 -0.97000 0.29219 0.6 0.3 0.4 0.36
H -0.91399 -3.98549 0.22248 0.1 0.1 0.3 0.27
H -2.27142 -2.96617 0.95036 -0.1 0.2 -0.3 0.31
H -1.80016 0.76324 2.16524 -0.1 0.1 0.0 0.32
H -3.08445 1.41596 1.69530 0.0 0.0 -0.2 0.32
O -2.39071 0.81263 1.40338 0.2 -0.1 0.2 -0.63
H 1.49906 6.64173 -1.99081 -0.1 0.1 -0.2 0.31
H 0.67071 7.38323 -0.97075 -0.1 0.1 -0.2 0.32
O 0.69305 7.16627 -1.91224 0.2 -0.2 0.4 -0.64